Computed, not measured: a molecular structure, C3H2NaO2Tl, with the ωB97M-V functional and the def2-TZVPD basis.

The geometry in XYZ format:
```
9
Properties=species:S:1:pos:R:3:lowdin_charge:R:1
C -1.8972 1.3297 0.3499 0.00
C -2.0268 0.1404 0.0680 0.02
H -2.2738 2.3323 0.1838 0.05
H -2.3367 -0.6549 -0.5976 0.07
O 0.0757 -1.3868 -0.2026 -0.05
C 1.2393 -1.3979 0.1834 -0.46
O 2.0671 -0.4604 0.2616 -0.35
Na 0.5266 1.0349 -0.9095 0.65
Tl 4.6257 -0.9373 0.6629 1.07
```

- Net charge: +1
- Electronic energy: -600.4653 a.u.
- 2S+1: 2
- Kohn-Sham gap (alpha / beta): 6.59 / 9.30 eV
- <S²>: 0.753
- Energy above the lowest of the compared OMol25 structures with the same formula, charge and spin: 0.00 kcal/mol
- Highest occupied orbital energy (alpha / beta): -10.92 / -13.67 eV

***

Computed, not measured: 10 unconnected molecules or ions with the total composition C18H51FN18O12P, with the ωB97M-V functional and the def2-TZVPD basis.

The geometry in XYZ format:
```
101
Properties=species:S:1:pos:R:3:lowdin_charge:R:1
C -2.5977 -2.1366 -1.7569 0.06
C -1.8211 -1.2057 -2.2992 -0.13
C -0.5423 -0.4010 -2.8416 -0.22
C -0.1089 0.8856 -1.9561 -0.27
C -1.1816 1.3593 -0.8457 -0.36
P -1.1577 0.2959 0.7725 0.49
O 0.3875 0.8427 1.3756 -0.37
C 1.0762 -0.4605 1.5424 -0.21
C 0.0265 -1.7441 1.6143 -0.37
C 0.6197 -2.6018 2.8920 -0.06
C 0.2720 -4.1895 2.7115 -0.28
O -0.5550 -4.7999 3.4620 0.02
F 0.9254 -4.9114 1.6181 -0.03
O -1.2673 -1.1168 1.8218 -0.35
H -3.2509 -3.0325 -1.4082 0.01
H 0.4090 -1.0667 -2.9496 0.10
H -0.8114 -0.0369 -3.9075 0.09
H 0.0143 1.7700 -2.7140 0.08
H 0.9148 0.6543 -1.4668 0.09
H -0.9039 2.4610 -0.5465 0.04
H -2.2615 1.4306 -1.2841 0.07
H -1.9819 1.1764 1.5705 -0.01
H -2.4447 -0.1790 0.2551 -0.03
H -0.3291 -0.5932 -0.0419 0.01
H 1.4316 -0.4278 2.6505 0.11
H 1.8703 -0.5480 0.7068 0.10
H 0.1284 -2.5436 0.7711 0.14
H 0.2060 -2.1905 3.9016 0.14
H 1.7847 -2.5485 2.8522 0.11
C -0.6224 5.0938 -2.2735 -0.71
O -1.1029 4.5412 -1.2990 0.02
N 0.2318 6.1409 -2.1740 0.15
N -0.8983 4.7112 -3.5417 0.16
H 0.6384 6.6102 -2.9646 0.08
H 0.4635 6.4571 -1.2454 0.11
H -1.5306 3.9340 -3.6603 0.11
H -0.5119 5.1542 -4.3563 0.09
C 1.2827 9.8392 -3.5769 -0.70
O 0.2999 9.1171 -3.6457 0.02
N 1.7701 10.2994 -2.4010 0.15
N 1.9709 10.2430 -4.6708 0.15
H 2.5760 10.8934 -2.3232 0.09
H 1.2848 10.0207 -1.5622 0.11
H 1.6390 9.9213 -5.5667 0.11
H 2.7806 10.8361 -4.6353 0.09
C 3.7535 -5.1703 4.2579 -0.69
O 3.5137 -4.4929 3.2712 0.03
N 2.7899 -5.8395 4.9352 0.16
N 5.0022 -5.3124 4.7621 0.15
H 2.9655 -6.4016 5.7483 0.09
H 1.8444 -5.7587 4.5903 0.09
H 5.7493 -4.8290 4.2852 0.08
H 5.2188 -5.8648 5.5719 0.09
C -4.8659 -5.5776 -0.8983 -0.68
O -3.9193 -4.8133 -0.9810 0.02
N -5.7030 -5.5905 0.1651 0.15
N -5.1624 -6.4810 -1.8631 0.14
H -6.4873 -6.2112 0.2525 0.09
H -5.5151 -4.9316 0.9054 0.12
H -4.5612 -6.5023 -2.6722 0.11
H -5.9365 -7.1186 -1.8139 0.09
C 3.1889 -2.7502 -1.5888 -0.69
O 2.7137 -1.6963 -1.2009 0.03
N 3.7720 -2.8856 -2.8053 0.14
N 3.1758 -3.8773 -0.8392 0.16
H 4.1687 -3.7437 -3.1432 0.08
H 3.8014 -2.0674 -3.3938 0.10
H 2.7497 -3.8177 0.0743 0.09
H 3.5613 -4.7540 -1.1404 0.09
C -4.8234 3.4555 1.8347 -0.67
O -5.8009 3.3818 2.5725 -0.02
N -4.9274 3.6961 0.5102 0.17
N -3.5586 3.3022 2.2823 0.16
H -4.1393 3.7596 -0.1106 0.10
H -5.8577 3.8151 0.1364 0.08
H -3.4386 3.1204 3.2662 0.11
H -2.7451 3.3583 1.6940 0.08
C 3.3754 3.1196 -2.8142 -0.71
O 4.3812 2.4913 -3.1130 0.00
N 2.9747 3.2928 -1.5348 0.17
N 2.5733 3.6973 -3.7404 0.15
H 2.1511 3.8046 -1.2702 0.09
H 3.5447 2.8769 -0.8147 0.11
H 2.8375 3.5901 -4.7070 0.10
H 1.7431 4.2174 -3.5168 0.05
C -8.7056 2.4892 1.0358 -0.69
O -7.8393 2.6915 0.1978 0.02
N -9.8935 1.9092 0.7318 0.13
N -8.5587 2.8249 2.3371 0.15
H -10.6185 1.7339 1.4038 0.09
H -10.0423 1.6438 -0.2292 0.10
H -7.6840 3.2612 2.6074 0.06
H -9.2609 2.6663 3.0372 0.09
C 8.4593 -6.5193 3.3108 -0.70
O 7.9801 -5.4659 3.6991 0.02
N 9.0451 -6.6518 2.0980 0.15
N 8.4469 -7.6480 4.0588 0.15
H 9.4447 -7.5088 1.7601 0.09
H 9.0742 -5.8330 1.5103 0.11
H 8.0189 -7.5904 4.9696 0.10
H 8.8354 -8.5236 3.7574 0.09
```

- Net charge: -1
- Electronic energy: -3046.2903 a.u.
- 2S+1: 1
- Kohn-Sham gap: 4.88 eV
- Highest occupied orbital energy: -3.20 eV

***

Computed, not measured: a molecular structure, C24H30AsN6O2PtS2, with the ωB97M-V functional and the def2-TZVPD basis.

The geometry in XYZ format:
```
66
Properties=species:S:1:pos:R:3:lowdin_charge:R:1
Pt 0.2926 -0.6758 -0.4215 1.07
C -0.7702 3.2554 4.5125 -0.08
C -0.3392 1.8083 4.2678 -0.22
C -0.7855 1.2931 2.9403 -0.53
N -0.0301 0.7089 2.0777 0.00
N -0.7150 0.3514 0.9605 -0.26
C -2.0113 0.6233 0.9638 -0.67
N -2.8881 0.3380 -0.0010 0.14
S -2.4442 1.4355 2.4155 1.23
H -0.4380 3.5767 5.4969 0.09
H -1.8560 3.3626 4.4916 0.07
H -0.3408 3.9271 3.7699 0.09
H -0.7519 1.1557 5.0415 0.13
H 0.7456 1.7054 4.3088 0.11
H -2.6610 -0.2836 -0.7601 0.08
H -3.8640 0.5543 0.1321 0.13
S -0.3864 0.7821 -2.1087 0.70
C 0.5239 0.3556 -3.5336 -0.74
N -0.0469 0.1613 -4.6999 0.07
C 0.9393 -0.0661 -5.7727 -0.06
C 2.2804 0.0972 -5.0236 -0.07
N 1.8434 0.2710 -3.6204 0.06
H -1.0454 0.1638 -4.8392 0.17
H 0.8087 0.6683 -6.5638 0.14
H 0.8134 -1.0637 -6.1873 0.13
H 2.8338 0.9745 -5.3523 0.14
H 2.9142 -0.7810 -5.1151 0.13
H 2.4442 0.6349 -2.9003 0.14
C 3.0524 0.6501 1.6818 -0.21
As 2.5011 -0.9637 0.7910 1.26
C 2.4249 -2.2666 2.2036 -0.18
C 3.9401 -1.3838 -0.5247 -0.22
C 4.9473 -2.1135 0.2953 -0.34
C 5.9706 -1.4195 0.9501 -0.04
C 6.9369 -2.1125 1.6539 -0.03
C 6.8756 -3.5046 1.7292 -0.02
C 5.8484 -4.2028 1.0915 -0.04
C 4.8832 -3.5118 0.3897 -0.05
H 3.9853 0.4120 2.1955 0.06
H 2.2868 0.9299 2.3966 0.01
H 3.2041 1.4506 0.9608 0.06
H 3.3211 -2.1331 2.8091 0.07
H 2.3775 -3.2863 1.8271 0.05
H 1.5394 -2.0392 2.7984 0.05
H 4.2738 -0.4009 -0.8551 0.09
H 3.4949 -1.9646 -1.3259 0.07
H 6.0269 -0.3394 0.8726 0.12
H 7.7464 -1.5812 2.1350 0.13
H 7.6312 -4.0468 2.2811 0.13
H 5.8202 -5.2825 1.1428 0.12
H 4.0874 -4.0447 -0.1210 0.12
O -1.4118 -2.7116 2.3128 0.18
C -0.7425 -3.1527 1.4312 -0.37
N -0.1100 -2.3975 0.4293 -0.07
C 0.5656 -3.1091 -0.4443 -0.45
O 1.1186 -2.3513 -1.3151 -0.15
C 0.4427 -4.5327 -0.1238 -0.10
C 0.8927 -5.6859 -0.7312 0.03
C 0.5411 -6.8972 -0.1294 -0.01
C -0.2362 -6.9318 1.0176 0.01
C -0.7095 -5.7576 1.6228 0.05
C -0.3566 -4.5668 1.0420 -0.07
H 1.4814 -5.6618 -1.6386 0.13
H 0.8733 -7.8270 -0.5705 0.13
H -0.4919 -7.8892 1.4515 0.13
H -1.3266 -5.7909 2.5106 0.14
```

- Net charge: +3
- Electronic energy: -4562.1053 a.u.
- 2S+1: 1
- Kohn-Sham gap (alpha / beta): 5.40 / 5.39 eV
- Energy above the lowest of the compared OMol25 structures with the same formula, charge and spin: 25.50 kcal/mol
- Highest occupied orbital energy (alpha / beta): -16.63 / -16.63 eV